Formula: C5H8N2O
Source: the Open Molecules 2025 dataset
Level of theory: ωB97M-V/def2-TZVPD

Bonds (Å) are listed after each position.
Positions of all 16 atoms, in Å:
1 C -1.7244 1.4756 -0.4216  C5 1.503, H14 1.087, H15 1.090, H16 1.084
2 C 0.3996 0.0575 -0.7676  C3 1.436, C5 1.395, O6 1.344
3 C -0.1587 -0.6888 0.3248  C2 1.436, C4 1.588, C5 1.890, N7 1.293
4 C 1.1443 -1.0583 1.1545  C3 1.588, N8 1.250, H12 1.097
5 C -0.2812 1.1271 -0.1853  C1 1.503, C2 1.395, C3 1.890, H13 1.095
6 O 1.5706 -0.0448 -1.4196  C2 1.344, H9 0.970
7 N -1.2055 -1.4207 0.5267  C3 1.293, H10 1.021
8 N 2.0895 -1.8250 0.8677  C4 1.250, H11 1.034
9 H 1.9302 0.8378 -1.6008  O6 0.970
10 H -0.9933 -2.3754 0.8187  N7 1.021
11 H 2.2733 -1.9304 -0.1441  N8 1.034
12 H 0.9102 -0.8683 2.2098  C4 1.097
13 H 0.3296 2.0040 0.0523  C5 1.095
14 H -2.3135 0.5850 -0.6224  C1 1.087
15 H -1.8383 2.1705 -1.2542  C1 1.090
16 H -2.1323 1.9541 0.4610  C1 1.084

Summary:
lowest unoccupied orbital energy	0.101	eV
2S+1	1
HOMO level	-7.98	eV
maximum force	4.33	eV/Å

Here is what natural (NBO) gives for the atomic charges, in e: atom 1 (C): -0.62, atom 2 (C): 0.35, atom 3 (C): 0.19, atom 4 (C): 0.09, atom 5 (C): -0.26, atom 6 (O): -0.62, atom 7 (N): -0.80, atom 8 (N): -0.59, atom 9 (H): 0.49, atom 10 (H): 0.37, atom 11 (H): 0.35, atom 12 (H): 0.17, atom 13 (H): 0.19, atom 14 (H): 0.25, atom 15 (H): 0.22, atom 16 (H): 0.22

---

Formula: C5H8N2O
Source: the Open Molecules 2025 dataset
Level of theory: ωB97M-V/def2-TZVPD

Bonds (Å) are listed after each position.
Positions of all 16 atoms, in Å:
1 N 0.2428 -1.4944 -0.1748  C2 1.253, H6 1.021
2 C -0.6072 -0.5766 -0.1035  N1 1.253, C3 1.501, C5 1.507
3 C -0.3818 0.9052 -0.0287  C2 1.501, C4 1.542, H7 1.088, H8 1.089
4 C -1.9100 1.0926 0.0533  C3 1.542, C5 1.541, H9 1.087, H10 1.086
5 C -2.1054 -0.4337 -0.0259  C2 1.507, C4 1.541, H11 1.089, H12 1.089
6 H -0.1305 -2.4438 -0.2135  N1 1.021
7 H 0.1081 1.3365 -0.8995  C3 1.088
8 H 0.1684 1.2166 0.8576  C3 1.089
9 H -2.2472 1.5320 0.9887  C4 1.087
10 H -2.3433 1.6442 -0.7762  C4 1.086
11 H -2.5382 -0.8943 0.8613  C5 1.089
12 H -2.6340 -0.7968 -0.9066  C5 1.089
13 N 3.4052 -0.9503 0.2480  C14 1.190, H16 1.005
14 C 3.9250 0.0983 0.0308  N13 1.190, O15 1.158
15 O 4.5970 1.0275 -0.1276  C14 1.158
16 H 2.4510 -1.2629 0.2167  N13 1.005

Summary:
lowest unoccupied orbital energy	0.825	eV
2S+1	1
HOMO level	-10.17	eV
maximum force	1.23	eV/Å

Here is what natural (NBO) gives for the atomic charges, in e: atom 1 (N): -0.66, atom 2 (C): 0.36, atom 3 (C): -0.48, atom 4 (C): -0.39, atom 5 (C): -0.50, atom 6 (H): 0.35, atom 7 (H): 0.23, atom 8 (H): 0.23, atom 9 (H): 0.21, atom 10 (H): 0.21, atom 11 (H): 0.23, atom 12 (H): 0.23, atom 13 (N): -0.78, atom 14 (C): 0.85, atom 15 (O): -0.53, atom 16 (H): 0.45